2 unconnected molecules or ions with the total composition C11H15NO3 in a non-equilibrium geometry. Source: the Open Molecules 2025 dataset; level of theory: ωB97M-V/def2-TZVPD.

```
30
C11H15NO3 ωB97M-V/def2-TZVPD
C -4.19 -0.61 0.79
C -3.13 0.16 0.03
C -1.89 -0.28 0.68
N -1.10 0.47 1.32
O -0.01 0.23 1.73
O -1.58 1.86 1.47
H -4.28 -0.27 1.81
H -5.22 -0.47 0.40
H -4.05 -1.67 0.55
H -3.21 -0.15 -0.94
H -3.45 1.18 0.03
H -1.62 -1.33 0.52
H -0.98 2.10 2.16
C -0.62 0.63 -2.20
C 0.55 -0.27 -1.78
O 0.45 -1.50 -1.98
C 1.65 0.32 -0.97
C 2.09 1.66 -0.90
C 3.06 2.01 0.04
C 3.79 1.06 0.68
C 3.55 -0.32 0.48
C 2.36 -0.66 -0.22
H -0.81 1.50 -1.46
H -1.50 0.11 -2.25
H -0.51 1.08 -3.18
H 1.65 2.34 -1.58
H 3.33 3.06 0.27
H 4.54 1.36 1.43
H 4.06 -1.18 0.94
H 2.04 -1.64 0.01
```

Calculated values
Structure (SMILES): CC/C=[N+](/[O-])O.CC(=O)c1ccccc1
HOMO energy, eV: -8.86
Electronic energy, a.u.: -708.455500
HOMO-LUMO gap, Eh: 0.3354
ΔE to the lowest compared entry with this formula, charge and spin, kJ/mol: 478.1

---

2 unconnected molecules or ions with the total composition C5H9I3N3 in a non-equilibrium geometry. Source: the Open Molecules 2025 dataset; level of theory: ωB97M-V/def2-TZVPD.

```
20
C5H9I3N3 ωB97M-V/def2-TZVPD
C -2.96 -0.42 -0.84
C -3.23 1.94 -1.50
C 0.38 0.11 -0.17
C 0.54 -1.56 0.10
C 0.14 0.78 1.04
N -3.26 0.74 -1.13
N -0.98 -2.67 -1.24
N -0.75 -2.20 -0.11
I -4.47 -1.87 -0.31
I -2.88 3.47 -0.10
I -1.56 0.04 2.19
H -3.01 2.04 -2.58
H 1.33 0.37 -0.71
H -0.40 -0.05 -0.83
H 1.21 -1.79 -0.75
H 1.00 -1.83 1.12
H -0.04 1.89 0.73
H 0.96 0.73 1.78
H -2.00 -2.96 -1.22
H -1.54 -2.02 0.66
```

Calculated values
HOMO energy, eV: -11.79
Total charge: +1
Electronic energy, a.u.: -1252.827471
HOMO-LUMO gap, Eh: 0.2396
ΔE to the lowest compared entry with this formula, charge and spin, kJ/mol: 361.9